{
  "formula": "C10H30CdO14",
  "method": "wB97M-V/def2-TZVPD",
  "homo_lumo_gap_ev": 2.693,
  "fmax_ha_per_bohr": 0.0805,
  "lumo_ha": -0.1737,
  "symbols": ["Cd", "C", "C", "O", "H", "H", "H", "H", "H", "C", "C", "O", "H", "H", "H", "H", "H", "C", "C", "O", "C", "O", "O", "H", "H", "H", "H", "C", "C", "O", "C", "O", "O", "H", "H", "H", "H", "O", "H", "H", "O", "H", "H", "O", "H", "H", "O", "H", "H", "O", "H", "H", "O", "H", "H"],
  "coordinates": [[0.286, -10.330, 0.522], [4.432, -8.382, 0.322], [2.982, -8.294, -0.273], [2.117, -9.248, 0.232], [4.834, -9.353, 0.032], [4.291, -8.231, 1.392], [5.133, -7.603, 0.024], [3.243, -8.601, -1.286], [2.578, -7.282, -0.272], [5.974, -12.710, 0.758], [4.921, -13.702, 0.733], [4.194, -13.798, 1.922], [6.795, -13.043, 1.393], [5.801, -11.646, 0.920], [6.434, -12.662, -0.229], [5.301, -14.703, 0.526], [4.150, -13.499, -0.010], [2.211, -4.264, 0.753], [2.162, -5.250, 1.940], [0.861, -5.093, 2.481], [0.173, -4.242, 1.818], [-1.024, -4.070, 1.982], [0.940, -3.632, 0.895], [2.199, -4.719, -0.238], [3.011, -3.534, 0.879], [2.945, -5.049, 2.672], [2.226, -6.289, 1.614], [7.615, -7.064, 0.835], [8.728, -7.622, 1.668], [8.968, -8.852, 0.988], [8.381, -8.865, -0.209], [8.626, -9.762, -0.980], [7.788, -7.735, -0.439], [7.772, -6.000, 0.658], [6.637, -7.165, 1.304], [8.315, -7.811, 2.658], [9.558, -6.917, 1.707], [5.544, -9.332, -2.698], [5.894, -8.470, -2.920], [5.680, -9.410, -1.754], [3.206, -10.636, -2.637], [3.957, -10.131, -2.326], [2.796, -10.973, -1.841], [0.481, -5.654, -1.542], [0.272, -4.725, -1.640], [-0.338, -6.107, -1.743], [2.503, -5.665, -3.507], [2.166, -4.877, -3.934], [1.942, -5.781, -2.740], [3.212, -10.992, 2.663], [3.451, -10.412, 1.940], [2.255, -11.024, 2.638], [0.833, -8.284, -3.044], [1.164, -8.267, -2.147], [1.619, -8.317, -3.590]]
}

---

{
  "formula": "C10H30Cl2O5PbS5",
  "method": "wB97M-V/def2-TZVPD",
  "homo_lumo_gap_ev": 6.955,
  "fmax_ha_per_bohr": 0.0783,
  "lumo_ha": 0.0075,
  "de_lowest_kcal_mol": 66.9,
  "symbols": ["Pb", "Cl", "Cl", "C", "S", "O", "C", "H", "H", "H", "H", "H", "H", "C", "S", "O", "C", "H", "H", "H", "H", "H", "H", "C", "S", "O", "C", "H", "H", "H", "H", "H", "H", "C", "S", "O", "C", "H", "H", "H", "H", "H", "H", "C", "S", "O", "C", "H", "H", "H", "H", "H", "H"],
  "coordinates": [[-0.279, 0.020, -0.331], [-0.224, 2.721, -1.536], [-2.475, -1.548, -1.078], [-1.863, 0.627, 4.064], [-0.718, -0.596, 3.218], [-0.281, 0.208, 2.019], [0.697, -0.294, 4.346], [-1.229, 1.512, 4.131], [-2.076, 0.290, 5.079], [-2.701, 0.795, 3.387], [1.587, -0.923, 4.371], [0.255, -0.400, 5.336], [1.044, 0.711, 4.107], [2.574, -3.047, 1.191], [1.048, -3.731, 0.469], [0.336, -2.586, -0.275], [1.884, -4.591, -0.899], [3.042, -3.739, 1.892], [2.431, -2.162, 1.811], [3.376, -2.879, 0.473], [1.238, -4.797, -1.752], [2.173, -5.572, -0.522], [2.653, -4.028, -1.428], [-4.671, 0.308, 0.990], [-3.633, 1.817, 0.829], [-2.163, 1.403, 0.844], [-3.945, 2.248, -0.929], [-4.371, -0.182, 0.064], [-5.730, 0.567, 1.012], [-4.435, -0.259, 1.891], [-3.302, 3.022, -1.349], [-4.976, 2.497, -1.182], [-3.663, 1.375, -1.518], [-0.769, -0.205, -4.904], [0.839, -0.120, -4.019], [0.479, -0.556, -2.575], [1.779, -1.293, -4.985], [-1.450, 0.155, -4.133], [-1.018, -1.157, -5.373], [-0.636, 0.563, -5.665], [1.575, -1.014, -6.019], [1.324, -2.243, -4.705], [2.851, -1.237, -4.796], [1.393, 2.985, 1.935], [2.543, 1.974, 1.028], [2.084, 0.681, 0.405], [3.317, 3.158, -0.179], [0.581, 2.333, 2.256], [1.139, 3.785, 1.240], [1.927, 3.252, 2.848], [3.770, 3.899, 0.481], [2.522, 3.534, -0.823], [4.142, 2.722, -0.742]]
}

---

| no. | HOMO energy (eV) |
| --- | --- |
| 1 | -7.4 |
| 2 | -6.8 |